Formula: CH3ClS2
Source: the Open Molecules 2025 dataset
Level of theory: ωB97M-V/def2-TZVPD

Calculated values
E_HOMO (alpha / beta), eV: -8.07 / -8.84
Total energy, eV: -35274.360
Gap between HOMO and LUMO (alpha / beta), eV: 7.519 / 8.189
LUMO energy (alpha / beta), eV: -0.55 / -0.65

Last column: Löwdin charge in e.
Atoms and positions in Å:
C  -0.102  -0.084  -0.316  -1.71
S  -0.783  1.379  0.345  0.69
S  1.529  -0.130  -0.918  0.62
Cl  -1.156  -1.173  -1.034  0.56
H  0.134  -1.168  1.259  0.12
H  -2.014  1.148  0.512  -0.18
H  2.393  0.027  0.152  -0.09

***

Formula: C16H18N4O2S2
Source: the Open Molecules 2025 dataset
Level of theory: ωB97M-V/def2-TZVPD

Calculated values
E_HOMO, eV: -8.50
Total energy, eV: -48610.166
Gap between HOMO and LUMO, eV: 9.004
SMILES: Cc1ccc(C)c(NC(=O)CSc2nnc(NC(=O)C3CC3)s2)c1
LUMO energy, eV: 0.51

Last column: Löwdin charge in e.
Atoms and positions in Å:
C  3.020  1.132  -2.753  -0.05
C  2.799  1.487  -1.314  -0.28
C  2.821  2.809  -0.885  -0.05
C  2.642  3.120  0.449  -0.04
C  2.423  2.136  1.406  -0.21
C  2.377  0.814  0.967  -0.18
C  2.581  0.497  -0.370  0.02
H  2.547  -0.540  -0.676  0.10
N  2.142  -0.261  1.861  0.11
C  1.025  -0.422  2.601  -0.57
O  0.157  0.407  2.756  0.07
C  0.927  -1.792  3.275  -0.36
H  1.618  -1.858  4.115  0.09
H  -0.092  -1.947  3.629  0.08
S  1.399  -3.146  2.140  0.91
C  0.475  -2.631  0.754  -0.93
N  0.994  -2.508  -0.418  -0.07
N  0.135  -2.099  -1.340  0.01
C  -1.054  -1.900  -0.871  -0.57
N  -2.099  -1.459  -1.630  0.12
C  -3.364  -1.329  -1.100  -0.45
O  -3.577  -1.602  0.062  0.00
C  -4.388  -0.849  -2.051  -0.19
H  -4.040  -0.653  -3.056  0.14
C  -5.794  -1.376  -1.872  -0.09
C  -5.487  0.026  -1.492  -0.09
H  -5.844  0.832  -2.114  0.10
H  -5.425  0.261  -0.441  0.11
H  -6.369  -1.568  -2.764  0.10
H  -5.941  -2.092  -1.078  0.11
H  -1.896  -1.252  -2.597  0.16
S  -1.244  -2.231  0.827  1.14
H  2.681  -1.099  1.670  0.11
C  2.267  2.492  2.850  -0.04
H  1.231  2.353  3.159  0.07
H  2.551  3.527  3.023  0.08
H  2.885  1.844  3.472  0.09
H  2.677  4.153  0.763  0.11
H  2.986  3.600  -1.602  0.11
H  2.605  1.894  -3.408  0.08
H  4.088  1.057  -2.958  0.08
H  2.563  0.173  -2.985  0.07